Below is a molecular structure, C24H16MnN4O2S5, with properties calculated with ωB97M-V/def2-TZVPD.

```
52
Properties=species:S:1:pos:R:3:lowdin_charge:R:1
Mn -0.03 -0.70 -0.18 0.297
O -2.07 -1.39 3.61 0.063
C -0.98 -1.23 4.38 -0.262
C -1.14 -1.31 5.76 -0.032
C -0.05 -1.19 6.60 -0.116
C 1.22 -0.97 6.08 -0.122
C 1.39 -0.86 4.71 -0.040
C 0.30 -0.98 3.84 -0.075
C 0.48 -0.80 2.39 -0.397
O -0.47 -1.20 1.56 -0.215
N 1.56 -0.18 1.95 0.109
N 1.46 -0.04 0.62 -0.213
C 2.34 0.55 -0.19 -0.104
C 1.98 0.53 -1.54 -0.278
C 2.75 1.08 -2.59 -0.055
C 2.30 0.99 -3.88 -0.105
C 1.07 0.34 -4.14 -0.093
C 0.36 -0.17 -3.09 -0.151
N 0.76 -0.09 -1.81 -0.063
H -1.77 -1.39 2.67 0.086
H -2.13 -1.48 6.15 0.108
H -0.20 -1.26 7.67 0.089
H 2.07 -0.89 6.74 0.086
H 2.36 -0.68 4.28 0.102
H 3.27 0.98 0.17 0.109
H 3.68 1.57 -2.35 0.101
H 2.88 1.41 -4.69 0.091
H 0.70 0.24 -5.15 0.085
H -0.59 -0.67 -3.25 0.081
S -2.31 -7.38 -1.94 0.257
C -1.76 -5.84 -1.56 -1.574
S -2.85 -4.45 -1.40 0.774
C -1.59 -3.28 -1.10 -1.098
C -0.33 -3.79 -0.82 -1.114
S 1.05 -2.84 -0.52 0.701
S -0.21 -5.54 -0.78 0.767
S -1.98 -1.61 -1.12 0.656
C -0.94 1.15 0.20 -0.152
C -0.90 2.12 -0.89 -0.281
C 0.04 3.16 -0.93 -0.045
C 0.08 4.06 -1.97 -0.044
C -0.82 3.96 -3.04 -0.265
C -1.75 2.91 -3.03 -0.042
C -1.79 2.02 -1.98 -0.051
C -0.80 4.90 -4.10 -0.227
N -0.79 5.67 -4.96 0.107
H -1.98 0.86 0.42 0.056
H -0.50 1.58 1.11 0.069
H 0.75 3.25 -0.11 0.110
H 0.80 4.87 -1.97 0.108
H -2.44 2.82 -3.86 0.111
H -2.50 1.20 -1.99 0.096
```

Values from the calculation:
LUMO level (alpha / beta) (eV): 4.453 / 3.566
Charge: -2
2S+1: 6
Expectation value of S²: 8.82
Kohn-Sham gap (alpha / beta) (eV): 4.393 / 5.955
Energy relative to the best compared isomer or geometry (same formula, charge and spin) (kJ/mol): 285.25
HOMO (alpha / beta) (eV): 0.060 / -2.389